Density functional theory data (ωB97M-V/def2-TZVPD) for an isolated ion of composition C21H28N2O6 and charge +2 at a distorted geometry.

Last columns: bonded neighbours and bond lengths (Å).
Positions of all 57 atoms, in Å:
1 C 4.615 -4.171 -0.092  C2 1.523, H30 1.088, H31 1.086, H32 1.084
2 C 5.583 -3.008 -0.258  C1 1.523, O3 1.409, H33 1.094, H34 1.092
3 O 4.873 -1.792 -0.211  C2 1.409, C4 1.418
4 C 5.572 -0.688 -0.761  O3 1.418, C5 1.508, H35 1.091, H36 1.090
5 C 5.727 0.436 0.233  C4 1.508, O6 1.419, H37 1.093, H38 1.094
6 O 4.685 1.389 0.096  C5 1.419, C7 1.412
7 C 4.799 2.371 1.104  O6 1.412, C8 1.529, H39 1.093, H40 1.091
8 C 3.760 3.471 0.885  C7 1.529, O9 1.439, H41 1.088, H42 1.092
9 O 2.963 3.178 -0.276  C8 1.439, C10 1.367
10 C 1.978 4.093 -0.525  O9 1.367, N11 1.503, H43 1.090, H44 1.088
11 N 0.673 3.348 -0.524  C10 1.503, C12 1.335, C29 1.342
12 C 0.526 2.330 -1.375  N11 1.335, C13 1.383, H45 1.078
13 C -0.634 1.578 -1.399  C12 1.383, C14 1.394, H46 1.074
14 C -1.672 1.886 -0.522  C13 1.394, C15 1.503, C28 1.396
15 C -2.944 1.086 -0.485  C14 1.503, C16 1.394, C27 1.392
16 C -3.057 -0.079 -1.242  C15 1.394, C17 1.380, H47 1.073
17 C -4.219 -0.820 -1.170  C16 1.380, N18 1.339, H48 1.077
18 N -5.241 -0.447 -0.388  C17 1.339, C19 1.479, C26 1.342
19 C -6.474 -1.258 -0.290  N18 1.479, C20 1.530, H49 1.084, H50 1.084
20 C -6.657 -1.748 1.147  C19 1.530, O21 1.174, O22 1.364
21 O -7.116 -1.015 1.942  C20 1.174
22 O -6.335 -3.031 1.480  C20 1.364, C23 1.373
23 C -5.146 -3.482 0.964  O22 1.373, C24 1.484, O25 1.196
24 C -5.092 -4.952 0.770  C23 1.484, H51 1.080, H52 1.086, H53 1.088
25 O -4.256 -2.721 0.724  C23 1.196
26 C -5.159 0.686 0.325  N18 1.342, C27 1.380, H54 1.078
27 C -4.025 1.473 0.302  C15 1.392, C26 1.380, H55 1.072
28 C -1.489 2.959 0.352  C14 1.396, C29 1.382, H56 1.073
29 C -0.308 3.677 0.330  N11 1.342, C28 1.382, H57 1.077
30 H 4.279 -4.521 -1.066  C1 1.088
31 H 3.731 -3.850 0.451  C1 1.086
32 H 5.093 -5.015 0.393  C1 1.084
33 H 6.337 -3.078 0.533  C2 1.094
34 H 6.109 -3.147 -1.205  C2 1.092
35 H 6.580 -1.016 -1.023  C4 1.091
36 H 5.118 -0.357 -1.694  C4 1.090
37 H 5.745 0.006 1.238  C5 1.093
38 H 6.696 0.916 0.065  C5 1.094
39 H 5.797 2.814 1.048  C7 1.093
40 H 4.682 1.899 2.080  C7 1.091
41 H 4.256 4.429 0.743  C8 1.088
42 H 3.114 3.540 1.763  C8 1.092
43 H 2.085 4.536 -1.516  C10 1.090
44 H 1.922 4.897 0.206  C10 1.088
45 H 1.336 2.090 -2.045  C12 1.078
46 H -0.722 0.759 -2.089  C13 1.074
47 H -2.275 -0.450 -1.876  C16 1.073
48 H -4.334 -1.730 -1.733  C17 1.077
49 H -7.305 -0.589 -0.479  C19 1.084
50 H -6.513 -2.032 -1.049  C19 1.084
51 H -4.248 -5.215 0.149  C24 1.080
52 H -6.040 -5.278 0.352  C24 1.086
53 H -4.985 -5.438 1.738  C24 1.088
54 H -6.004 0.965 0.933  C26 1.078
55 H -4.003 2.359 0.905  C27 1.072
56 H -2.250 3.249 1.050  C28 1.073
57 H -0.128 4.510 0.990  C29 1.077

HOMO-LUMO gap ... 5.20 eV
Total charge ... +2
E_HOMO ... -0.481 Eh